A molecular structure, C23H27N10O3S2Tl at a distorted geometry, computed with the ωB97M-V functional and the def2-TZVPD basis.

The geometry in ORCA input format:
```
! wB97M-V def2-TZVPD RIJCOSX def2/J DEFGRID3
* xyz 2 1
Tl 0.9667 -0.2819 0.0520
N 2.5495 1.6086 2.9172
C 1.4812 2.3639 2.6150
N 1.4066 3.5603 3.1718
C 0.3380 4.2909 2.8596
N 0.2536 5.5313 3.3310
N -0.6702 3.8348 2.0889
C -0.5066 2.6375 1.5715
N 0.5663 1.8631 1.7543
C -1.6315 2.1292 0.7285
C -2.7985 2.8832 0.6261
C -3.8464 2.3962 -0.1369
C -3.6982 1.1797 -0.7823
C -2.5020 0.4957 -0.6300
N -1.4988 0.9579 0.1071
H 3.2035 1.9611 3.5931
H 2.6555 0.6805 2.5532
H 0.9775 5.8848 3.9303
H -0.5371 6.1040 3.0982
H -2.8529 3.8255 1.1470
H -4.7634 2.9624 -0.2281
H -4.4935 0.7655 -1.3859
H -2.3430 -0.4582 -1.1208
O 1.4101 0.1649 -2.6898
C 2.6157 0.1376 -2.8528
C 3.2651 -0.0197 -4.2000
C 4.3211 1.0882 -4.3916
C 3.9004 2.4464 -3.7901
C 4.2962 2.6413 -2.3164
C 3.5027 1.7798 -1.3308
N 3.4790 0.3657 -1.7705
H 2.4811 0.0508 -4.9517
H 3.7244 -1.0098 -4.2820
H 4.4877 1.2064 -5.4618
H 5.2791 0.7831 -3.9626
H 2.8208 2.5843 -3.9118
H 4.3799 3.2419 -4.3601
H 4.1601 3.6897 -2.0435
H 5.3610 2.4149 -2.2065
H 2.4683 2.1223 -1.2623
H 3.9507 1.8283 -0.3370
H 4.4277 0.0654 -1.9621
N 4.6656 -7.1746 -2.0479
C 4.2585 -6.2203 -1.2215
C 4.0582 -4.8928 -1.7015
C 3.6018 -3.9277 -0.8541
C 3.3605 -4.2506 0.4926
C 3.5561 -5.5458 0.9910
C 4.0110 -6.5211 0.1505
S 2.6581 -3.0261 1.5388
O 3.1787 -1.7287 1.2156
O 2.7035 -3.4645 2.9019
N 1.1214 -3.1062 0.9116
C 0.1109 -3.6833 1.4931
S 0.0258 -4.2355 3.2679
C -1.5504 -4.7142 2.9828
C -1.9567 -4.4542 1.6597
N -1.0552 -3.9029 0.8800
H 4.8238 -6.9834 -3.0280
H 4.8012 -8.1236 -1.7258
H 4.2736 -4.6656 -2.7379
H 3.4315 -2.9098 -1.1836
H 3.3728 -5.7489 2.0383
H 4.1921 -7.5240 0.5165
H -2.1610 -5.1745 3.7459
H -2.9375 -4.6811 1.2656
*
```

Properties
Maximum force: 1.55 eV/Å
Kohn-Sham gap (alpha / beta): 5.66 / 3.97 eV
Energy above the lowest of the compared OMol25 structures with the same formula, charge and spin: 30.5 kJ/mol
HOMO level (alpha / beta): -0.491 / -0.487 hartree